ORCA calculation (the ωB97M-V functional and the def2-TZVPD basis) on a molecular structure, C33H36N5ORhSSe3Te2 at a distorted geometry.

The geometry in XYZ format:
```
82
Properties=species:S:1:pos:R:3:forces:R:3
Te -2.37778 -3.37252 0.48356 -0.2 -0.2 0.2
Te -1.45858 1.37023 -3.48886 1.4 -0.5 0.4
Rh 0.00020 -0.30992 -0.57920 0.5 0.7 0.3
Se 0.89231 0.24916 -2.74195 -1.1 0.3 -1.0
Se -2.17874 0.01784 -1.44891 -1.0 0.1 -0.1
Se -2.28311 0.21848 -5.39882 0.0 0.0 -0.1
S -0.96614 2.18111 -0.13420 0.4 -0.2 0.5
O 2.16278 -2.23099 -1.58345 0.1 0.0 0.2
N -0.05478 -2.27670 -0.84144 0.3 0.1 0.2
N -0.37896 -0.14957 1.50108 -0.4 -0.3 -0.1
N 1.79607 -0.83395 0.33977 -0.1 0.3 0.3
N -1.35398 0.62138 2.10367 0.1 -0.1 -0.2
N -2.49868 2.59577 1.98927 0.0 0.0 -0.1
C 0.34808 -0.89573 2.24462 0.5 -0.1 -0.1
C -1.63023 1.70098 1.43227 0.0 -0.1 -0.1
C -4.20277 -2.43734 -3.39519 0.0 0.0 0.0
C 1.81726 -4.97058 -2.26201 -0.1 0.0 0.0
C -5.74131 -1.70387 -1.71152 0.0 0.0 0.0
C -3.68240 1.49650 3.88752 0.0 0.0 -0.1
C 0.02032 -1.14753 3.68131 0.1 0.1 0.0
C -4.39193 -5.49060 1.47473 0.0 0.0 -0.1
C 1.57481 -1.40219 1.56260 -0.5 0.1 -0.2
C -2.06468 -3.61749 -2.89235 0.0 0.1 0.0
C 1.68812 -7.08193 -1.11747 0.0 0.0 0.0
C 1.15952 -4.34509 -1.20492 0.1 0.1 -0.1
C -3.99839 -4.15331 1.66193 0.0 0.0 0.1
C -6.00126 -5.29813 3.28228 0.0 0.0 0.0
C 0.78326 -5.09791 -0.10018 0.0 0.0 0.0
C -7.07013 -5.90267 4.15563 0.0 0.0 0.0
C 2.41795 -2.29467 2.14787 0.3 -0.2 0.0
C 1.04740 -6.46104 -0.05594 0.0 0.0 0.0
C 2.07191 -6.33197 -2.22336 0.0 0.0 0.0
C -3.70116 -2.83860 -1.08569 0.1 0.0 -0.2
C -5.60864 -3.98205 3.45478 0.0 0.0 0.0
C -4.27598 -1.95438 2.96457 0.0 -0.1 0.0
C -2.78831 2.63486 3.41499 0.0 -0.1 0.0
C 1.00924 -2.85409 -1.19789 0.0 0.0 0.0
C -5.38157 -6.03780 2.28367 0.0 0.0 0.0
C -5.37426 -1.79033 -3.04808 0.0 0.0 0.0
C 3.82685 -2.17834 0.19420 -0.2 0.0 -0.3
C 2.79022 -1.36338 -0.50422 0.0 0.0 0.1
C -3.34348 -2.97291 -2.43262 0.0 -0.1 0.0
C -4.61723 -3.39678 2.66711 0.0 0.0 0.0
C -4.90620 -2.22672 -0.73980 0.0 0.0 0.0
C 3.60213 -2.66809 1.42050 -0.2 0.1 0.3
C -3.77846 -6.36098 0.40569 -0.1 0.0 0.0
H 4.31873 -3.34111 1.87781 0.0 0.0 0.0
H -4.23823 -7.35010 0.40844 0.0 0.0 0.0
H -5.67667 -7.07131 2.13047 0.0 0.0 0.0
H -7.25673 -6.94250 3.88794 0.0 0.0 0.0
H 2.21317 -2.69850 3.12622 0.1 0.0 0.0
H -4.60846 1.47624 3.31022 0.0 0.0 0.0
H -6.08253 -3.38378 4.22875 0.0 0.0 0.0
H 2.58956 -6.80833 -3.04699 0.0 0.0 0.0
H -8.00857 -5.35302 4.05912 0.0 0.0 0.0
H -3.91365 -2.49551 -4.43780 0.0 0.0 0.0
H -3.91498 -5.91702 -0.58256 0.0 0.0 0.0
H -3.89454 -1.85908 3.98441 0.0 0.0 0.0
H -3.52599 -1.55384 2.28560 0.0 0.0 0.0
H -3.17313 0.54645 3.75294 0.0 0.0 0.0
H 3.22408 -0.57153 -1.11620 0.0 0.0 -0.1
H 0.32230 -4.60170 0.74132 0.0 0.0 0.0
H -6.77934 -5.86884 5.20748 0.0 0.0 0.0
H -1.72126 -4.37892 -2.19031 0.0 0.0 0.0
H -2.19816 -4.06272 -3.87925 0.0 0.0 0.0
H 0.74708 -1.80264 4.15102 0.0 0.0 0.0
H -2.70407 -6.47579 0.55494 0.0 0.0 0.0
H -3.92810 1.62368 4.94414 0.0 0.0 0.0
H -5.16951 -1.32929 2.89391 0.0 0.0 0.0
H 0.76653 -7.03313 0.82018 0.0 0.0 0.0
H 2.13804 -4.37372 -3.10614 0.0 0.0 0.0
H -3.28431 3.58845 3.60064 0.1 0.0 0.0
H -5.99189 -1.34776 -3.81966 0.0 0.0 0.0
H -0.02312 -0.20551 4.22911 0.0 0.0 0.0
H -6.65546 -1.19964 -1.42253 0.0 0.0 0.0
H -0.97049 -1.60207 3.74033 0.0 0.0 0.0
H -1.27068 -2.87191 -2.97049 0.0 0.0 0.0
H 1.90319 -8.14291 -1.07839 0.0 0.0 0.0
H 4.68998 -2.46707 -0.39253 0.1 0.1 0.1
H -1.84880 2.61996 3.97876 0.0 0.0 0.0
H -2.54559 3.46138 1.48058 -0.1 0.0 0.0
H -5.18707 -2.15122 0.30297 0.0 0.1 0.0
```
Positions in Å, forces in eV/Å.

The calculation puts the HOMO energy (spin up / spin down) at -4.51 / -4.46 eV. For the gap between HOMO and LUMO (spin up / spin down), the calculation gives 6.44 / 5.46 eV. The multiplicity is 2. The value obtained for the max |F| is 1.55 eV/Å. The total charge is -1.

Löwdin atomic charge list, values in e, 4 entries: 1.464, 0.267, 0.358, 0.108

***

ORCA calculation (the ωB97M-V functional and the def2-TZVPD basis) on a molecular structure, C33H36NO2S2Y.

The geometry in XYZ format:
```
75
Properties=species:S:1:pos:R:3:forces:R:3
Y -0.09500 -0.80284 -1.54008 0.0 -0.1 0.0
S -0.16361 3.77768 -0.45110 0.0 0.0 0.0
S 2.36817 -2.37384 0.53331 -0.1 0.1 0.0
O 1.02083 -1.90571 -0.09896 0.1 -0.1 -0.1
O -1.30067 -1.78333 -3.23562 0.1 0.0 0.0
N -0.52949 1.24941 -0.57026 0.0 0.0 0.1
C -2.30671 -1.01917 -3.94081 -0.2 -0.1 0.0
C 3.09835 2.73202 -3.41103 0.0 0.0 0.0
C 0.15095 -3.66694 -3.05503 0.0 0.0 0.0
C -3.88525 0.93641 4.32519 0.0 0.0 0.0
C 2.19132 -1.94444 2.23876 0.0 0.0 0.0
C 2.04676 -1.33988 4.91223 0.0 0.0 0.0
C 1.40172 0.64170 -2.54476 0.1 0.0 0.0
C 3.26337 1.44375 -3.89887 0.0 0.0 0.0
C 1.26897 1.96300 -2.05907 0.0 0.0 0.0
C 4.51481 -1.72566 -0.93375 0.0 0.0 0.0
C 2.97282 -2.27392 4.46900 0.0 0.0 0.0
C -2.34296 0.92438 1.09229 0.0 0.0 0.0
C -2.26645 3.71292 1.45236 0.0 0.0 0.0
C -1.44827 1.71478 0.36821 0.0 0.0 0.0
C 1.25349 -1.01446 2.66522 0.0 0.0 0.0
C 4.41582 0.99325 -0.32121 0.0 0.0 0.0
C 3.04575 -2.59138 3.12132 0.0 0.0 0.0
C -4.11885 -0.78107 2.54310 0.0 0.0 0.0
C 0.21589 2.22430 -1.06632 0.0 0.0 0.0
C 2.10053 2.99572 -2.48679 0.0 0.0 0.0
C -1.03000 -3.09220 -3.79897 0.1 0.0 0.0
C 5.44094 -0.85539 -1.49253 0.0 0.0 0.0
C 5.38652 0.49521 -1.18740 0.0 0.0 0.0
C 3.55354 -1.21517 -0.07091 0.0 0.0 0.0
C -3.20182 1.51817 1.99979 0.0 0.0 0.0
C -5.61972 1.20179 2.52942 0.0 0.0 0.0
C -3.14598 2.91981 2.15413 0.0 0.0 0.0
C 2.42576 0.42005 -3.46649 0.0 0.0 0.0
C -2.41200 0.31832 -3.25614 0.0 0.1 0.0
C 3.49340 0.13820 0.24995 0.0 0.0 0.0
C 1.18670 -0.71601 4.01628 0.0 0.0 0.0
C -4.19521 0.71690 2.83699 0.0 0.0 0.0
C -1.40380 3.09135 0.55225 0.0 0.0 0.0
H -2.35613 -0.15142 0.94968 0.0 0.0 0.0
H -2.87574 0.59884 4.56936 0.0 0.0 0.0
H 4.39406 2.04773 -0.08232 0.0 0.0 0.0
H -6.33837 0.63647 3.12375 0.0 0.0 0.0
H -3.97055 1.98456 4.61102 0.0 0.0 0.0
H -4.58911 0.36994 4.93592 0.0 0.0 0.0
H 0.39303 -4.65623 -3.44038 0.0 0.0 0.0
H 0.46075 0.00242 4.37220 0.0 0.0 0.0
H -3.24446 -1.57481 -3.89057 0.0 0.0 0.0
H -4.84164 -1.30794 3.16546 0.0 0.0 0.0
H 2.58900 -0.57363 -3.87467 0.0 0.0 0.0
H 4.04304 1.23919 -4.62150 0.0 0.0 0.0
H -3.81631 3.39683 2.85584 0.0 0.0 0.0
H 3.74573 3.52995 -3.74900 0.0 0.0 0.0
H -5.75237 2.25673 2.76866 0.0 0.0 0.0
H -2.73016 0.21752 -2.21017 0.0 0.0 0.0
H 6.11423 1.17045 -1.61761 0.0 0.0 0.0
H 1.98239 4.00334 -2.10414 0.0 0.0 0.0
H -1.92608 -3.70308 -3.68773 0.0 0.0 0.0
H 6.20275 -1.23520 -2.15912 0.0 0.0 0.0
H 1.04465 -3.04785 -3.19768 0.0 0.0 0.0
H -3.17266 0.93238 -3.73639 0.0 0.0 0.0
H 4.54337 -2.78419 -1.16148 0.0 0.0 0.0
H 1.98734 -1.10296 5.96582 0.0 0.0 0.0
H 3.63011 -2.76561 5.17245 0.0 0.0 0.0
H -3.13217 -1.19209 2.77309 0.0 0.0 0.0
H 0.57914 -0.54132 1.96261 0.0 0.0 0.0
H -1.47256 0.88018 -3.32537 0.0 0.0 0.0
H 2.74591 0.51207 0.93931 0.0 0.0 0.0
H -0.05562 -3.78968 -1.98652 0.0 0.0 0.0
H -0.81104 -2.96292 -4.85938 0.0 0.0 0.0
H 3.75413 -3.33124 2.76822 0.0 0.0 0.0
H -4.36495 -1.00447 1.50188 0.0 0.0 0.0
H -2.24717 4.78373 1.60240 0.0 0.0 0.0
H -1.99936 -0.92506 -4.98239 0.0 0.0 0.0
H -5.86378 1.05967 1.47508 0.0 0.0 0.0
```
Positions in Å, forces in eV/Å.

The calculation puts the HOMO energy at -13.53 eV. For the gap between HOMO and LUMO, the calculation gives 7.99 eV. The value obtained for the max |F| is 0.19 eV/Å. The total charge is +2.

Löwdin atomic charge list, values in e, 4 entries: 1.624, 1.202, 1.147, -0.666

***

ORCA calculation (the ωB97M-V functional and the def2-TZVPD basis) on a molecular structure, C33H37N3O3OsP2SbSe2 at a distorted geometry.

The geometry in XYZ format:
```
82
Properties=species:S:1:pos:R:3:forces:R:3
Os -0.31224 0.00100 0.10354 2.7 0.0 0.6
Sb -1.12878 2.43281 2.02020 0.1 0.3 -0.1
Se 2.76920 -0.01970 -0.07826 -1.2 -0.4 0.5
Se 0.32332 -2.06147 -1.18503 -0.4 0.1 -0.1
P 2.48064 -1.72878 -1.39492 0.5 -0.1 0.0
P -1.99202 -1.46349 0.82506 -0.4 0.3 0.2
O -2.86701 -0.53952 1.75954 -0.1 0.0 0.0
O -1.48711 -2.69659 1.64626 -0.1 -0.2 -0.1
O -3.09107 -1.98782 -0.18192 0.3 -0.1 -0.3
N -1.90811 1.05792 -0.71112 -0.6 -0.4 0.0
N 0.68044 1.95387 -0.33850 -0.1 0.6 -0.3
N 0.29050 -0.38114 2.11091 -0.8 -0.4 0.4
C -2.29912 1.94245 0.24175 0.1 -0.1 0.0
C 1.26316 3.95223 0.84392 0.0 0.0 0.0
C 0.66660 -1.51726 4.17620 0.1 0.1 0.1
C 3.38826 -3.15901 -0.85318 0.0 -0.2 0.0
C -3.76193 1.66991 -2.04693 0.0 0.1 -0.1
C 0.78963 -1.46398 2.78800 -0.2 0.3 -0.2
C -2.31484 -3.79481 2.13698 0.0 0.0 0.0
C 4.94688 -5.37101 -0.29484 0.0 0.0 0.0
C -3.43244 2.70319 0.08327 0.0 0.0 0.0
C 3.88951 -5.48278 -1.19455 0.0 0.0 0.0
C 0.53689 2.78946 0.71527 0.0 0.0 0.1
C 1.42501 2.35985 -1.38503 -0.2 0.0 0.0
C -2.85927 -3.07896 -1.11605 -0.1 -0.1 0.0
C 3.91545 -1.10977 -5.66524 0.0 0.0 0.0
C -2.12364 -0.01105 -2.92319 -0.1 0.1 0.0
C 2.16723 4.28863 -0.16229 0.0 0.1 0.1
C -0.34454 0.58801 2.81956 0.1 -0.1 -0.1
C 2.20022 3.51367 -1.29748 0.0 0.0 -0.1
C 2.59198 -1.47111 -5.45540 0.0 0.0 0.0
C 2.11334 -1.63990 -4.16246 0.0 0.0 0.0
C 5.21367 -4.16497 0.33584 0.0 0.0 0.0
C -0.49862 0.54382 4.18557 0.1 0.1 0.0
C -4.18487 2.55500 -1.08246 0.0 0.1 0.0
C -4.15866 -0.90900 2.32624 0.0 0.0 0.0
C -2.60952 0.91403 -1.85721 0.0 -0.1 0.1
C 4.77646 -0.92472 -4.58678 0.0 0.0 0.0
C 3.11080 -4.37832 -1.48373 0.1 0.1 0.1
C 1.41810 -2.63998 2.13045 -0.1 0.0 0.0
C 2.97367 -1.44405 -3.08565 0.0 0.1 -0.1
C 1.34664 1.60585 -2.66499 0.0 0.0 -0.1
C 0.01770 -0.53802 4.88347 0.0 0.0 0.2
C 4.43197 -3.04990 0.06229 0.0 -0.1 0.0
C 4.31148 -1.09280 -3.29461 0.0 0.0 0.0
H -1.01276 1.34226 4.70456 0.0 0.0 0.0
H 1.12080 4.59854 1.70004 0.0 0.0 0.0
H 5.56683 -6.23316 -0.08709 0.0 0.0 0.0
H -3.83164 -3.50654 -1.33560 0.0 0.0 0.0
H -2.30143 -3.75933 3.22214 0.0 0.0 0.0
H 6.03005 -4.08934 1.04141 0.0 0.0 0.0
H 2.81786 3.79149 -2.14153 0.0 0.0 0.0
H -1.86502 -4.71979 1.78939 0.0 0.0 0.0
H 0.66171 -3.24206 1.63086 0.1 0.0 -0.1
H -2.21368 -3.83758 -0.67457 0.0 0.0 0.0
H 2.32840 1.49631 -3.12167 0.0 -0.1 0.0
H 2.15747 -2.34172 1.41034 0.3 0.1 -0.3
H 5.81199 -0.66247 -4.75793 0.0 0.0 0.0
H 2.29953 -4.46070 -2.19951 0.0 0.0 0.0
H -2.41149 -2.69311 -2.02774 0.0 0.0 0.0
H 1.07897 -2.37506 4.68900 0.0 0.0 0.0
H -3.73228 3.40665 0.84929 0.0 0.0 0.0
H -3.33444 -3.71465 1.76692 0.0 0.0 0.0
H 1.90450 -3.25990 2.88089 0.0 0.0 0.0
H -5.08620 3.13690 -1.22791 0.0 0.0 0.0
H 2.78646 5.17264 -0.07499 0.0 0.0 0.0
H -4.00924 -1.58684 3.16320 0.0 0.0 0.0
H 1.93325 -1.63101 -6.29870 0.0 0.0 0.0
H 4.28484 -0.98425 -6.67474 0.0 0.0 0.0
H -0.10336 -0.61398 5.95678 0.0 0.0 0.0
H -4.61015 0.01276 2.67726 0.0 0.0 0.0
H -1.40408 -0.72576 -2.53797 0.0 0.0 -0.1
H 0.72554 2.17270 -3.36560 0.0 0.0 0.0
H 0.89826 0.62438 -2.53021 0.0 -0.1 0.0
H -1.63925 0.56581 -3.71538 0.0 0.0 0.0
H 1.08556 -1.94025 -4.00043 0.0 0.0 0.0
H 3.68582 -6.42887 -1.67814 0.0 0.0 0.0
H -4.78685 -1.36334 1.56509 0.0 0.0 0.0
H 4.64145 -2.10901 0.55815 0.0 0.0 0.0
H 4.98861 -0.96391 -2.45680 0.0 0.0 0.0
H -4.31356 1.55358 -2.97060 0.0 0.0 0.0
H -2.96115 -0.54078 -3.37599 0.0 0.0 0.0
```
Positions in Å, forces in eV/Å.

The calculation puts the HOMO energy (spin up / spin down) at -16.07 / -16.07 eV. For the gap between HOMO and LUMO (spin up / spin down), the calculation gives 5.66 / 5.65 eV. The value obtained for the max |F| is 2.75 eV/Å. The total charge is +3.

Löwdin atomic charge list, values in e, 4 entries: 0.978, 1.655, 0.646, 0.555